1.
Below is a molecular structure, C35H42N9O2Pd, with properties calculated with the ωB97M-V functional and the def2-TZVPD basis.

Calculated values
- energy above the lowest of the compared OMol25 structures with the same formula, charge and spin (kJ/mol) = 0.0
- electronic energy (Ha) = -2129.845867
- HOMO (alpha / beta) (eV) = -10.254 / -10.226
- gap between HOMO and LUMO (alpha / beta) (eV) = 7.89 / 6.68
- largest force on an atom (eV/A) = 0.41

Geometry as ORCA input:
```
! wB97M-V def2-TZVPD RIJCOSX def2/J DEFGRID3
* xyz 1 5
Pd 0.383 -0.010 -0.378
C 0.033 0.972 2.761
N 0.805 0.228 1.790
C 1.809 -0.479 2.164
C 2.647 -1.128 1.200
C 3.749 -1.968 1.357
C 4.163 -2.306 0.056
C 3.281 -1.651 -0.818
N 2.375 -0.942 -0.130
C 0.562 2.379 2.963
C 1.848 2.752 2.595
C 2.296 4.051 2.813
C 1.463 4.987 3.403
C 0.178 4.618 3.782
C -0.268 3.325 3.559
H 0.000 0.439 3.719
H -0.995 1.042 2.400
H 2.052 -0.577 3.225
H 4.213 -2.253 2.289
H 5.046 -2.862 -0.225
H 3.287 -1.657 -1.899
H 2.513 2.025 2.145
H 3.305 4.328 2.533
H 1.812 5.997 3.575
H -0.478 5.340 4.249
H -1.275 3.045 3.849
N 3.573 2.645 -1.765
C 2.625 2.550 -0.826
N 1.703 1.712 -1.240
C 2.152 1.310 -2.462
N 3.288 1.860 -2.819
C 1.404 0.341 -3.266
C 1.786 -0.033 -4.546
N 1.073 -0.898 -5.258
C -0.025 -1.383 -4.694
C -0.406 -1.035 -3.404
N 0.310 -0.176 -2.694
H 4.408 3.208 -1.766
H 2.626 3.095 0.105
H 2.684 0.376 -4.993
H -0.619 -2.076 -5.276
H -1.286 -1.453 -2.939
C -3.091 -1.008 1.860
C -3.836 -0.731 0.552
C -3.278 -1.552 -0.612
C -3.893 0.746 0.252
C -5.079 1.427 0.419
C -5.193 2.786 0.142
C -4.099 3.495 -0.346
C -2.878 2.893 -0.542
C -1.723 3.701 -1.075
C -0.695 3.987 0.039
C -1.078 3.085 -2.319
C -2.737 1.491 -0.201
N -1.572 0.917 -0.319
H -3.118 -2.076 2.084
H -3.551 -0.472 2.692
H -2.044 -0.724 1.786
H -4.876 -1.036 0.697
H -2.208 -1.371 -0.740
H -3.798 -1.322 -1.543
H -3.406 -2.616 -0.405
H -5.946 0.881 0.770
H -6.140 3.289 0.289
H -4.207 4.545 -0.588
H -2.152 4.660 -1.377
H -0.251 3.063 0.410
H -1.158 4.504 0.887
H 0.108 4.618 -0.347
H -0.536 2.169 -2.073
H -0.367 3.790 -2.753
H -1.826 2.850 -3.078
O -0.277 -2.068 0.226
C 0.209 -3.013 -0.441
O 0.254 -3.168 -1.671
C 0.824 -4.147 0.400
N 1.851 -4.776 -0.486
C 1.909 -6.234 -0.194
C 0.487 -6.591 0.243
C -0.155 -5.277 0.747
H 1.327 -3.723 1.266
H 2.742 -4.275 -0.374
H 1.494 -4.542 -1.436
H 2.636 -6.387 0.600
H 2.243 -6.765 -1.082
H 0.515 -7.350 1.022
H -0.077 -7.003 -0.591
H -0.339 -5.302 1.818
H -1.112 -5.105 0.257
*
```

Löwdin population analysis, charges in e, atoms 1 to 6:
1. Pd 1.036
2. C -0.174
3. N -0.057
4. C -0.094
5. C -0.342
6. C -0.058

***

2.
Below is a molecular structure, C35H43Br3CdClN3O7, with properties calculated with the ωB97M-V functional and the def2-TZVPD basis.

Calculated values
- energy above the lowest of the compared OMol25 structures with the same formula, charge and spin (kJ/mol) = 142.3
- electronic energy (Ha) = -10400.300829
- HOMO (eV) = -1.806
- gap between HOMO and LUMO (eV) = 5.61
- largest force on an atom (eV/A) = 3.51

Geometry as ORCA input:
```
! wB97M-V def2-TZVPD RIJCOSX def2/J DEFGRID3
* xyz -2 1
Cd -0.336 1.072 -0.105
C -4.680 -4.812 -3.551
C -3.598 -5.004 -2.479
C -2.288 -5.456 -3.145
C -4.073 -6.125 -1.548
C -3.328 -3.697 -1.744
C -2.950 -2.567 -2.464
C -2.555 -1.438 -1.792
Br -2.027 0.130 -2.790
C -2.467 -1.308 -0.380
O -1.992 -0.267 0.161
C -2.979 -2.438 0.339
C -3.362 -3.571 -0.356
C -3.094 -2.453 1.866
C -2.196 -3.572 2.421
C -4.560 -2.706 2.261
C -2.670 -1.157 2.562
H -4.846 -5.743 -4.094
H -4.399 -4.044 -4.266
H -5.614 -4.514 -3.079
H -2.409 -6.428 -3.626
H -1.501 -5.532 -2.397
H -1.970 -4.736 -3.895
H -4.262 -7.029 -2.130
H -4.998 -5.842 -1.050
H -3.321 -6.358 -0.798
H -2.958 -2.550 -3.544
H -3.710 -4.414 0.222
H -2.508 -4.555 2.074
H -2.226 -3.567 3.511
H -1.170 -3.400 2.105
H -4.954 -3.618 1.815
H -5.169 -1.866 1.931
H -4.647 -2.787 3.345
H -1.613 -0.961 2.404
H -2.854 -1.251 3.636
H -3.231 -0.304 2.191
O -3.763 1.812 1.509
Cl -2.592 2.497 1.061
O -2.736 3.881 1.387
O -2.461 2.352 -0.342
O -1.455 1.975 1.754
Br 0.106 6.158 0.107
C 1.106 5.253 -1.239
C 1.938 5.984 -2.060
C 2.744 5.339 -2.969
Br 3.825 6.417 -4.132
C 2.840 3.943 -3.003
C 3.739 3.210 -3.804
C 3.847 1.857 -3.622
C 3.036 1.235 -2.663
N 2.119 1.877 -1.982
C 1.992 3.195 -2.129
C 0.980 3.841 -1.296
O 0.106 3.214 -0.669
H 1.956 7.061 -1.990
H 4.351 3.728 -4.534
H 4.545 1.274 -4.207
H 3.141 0.184 -2.439
O 1.339 2.585 1.579
C 1.902 3.562 1.982
C 1.823 4.071 3.409
C 3.011 3.414 4.144
C 4.378 3.481 3.438
C 4.492 2.620 2.167
C 3.992 3.352 0.904
N 2.883 4.226 1.236
H 0.885 3.758 3.869
H 1.898 5.159 3.441
H 2.769 2.362 4.316
H 3.109 3.892 5.123
H 5.123 3.128 4.158
H 4.627 4.524 3.208
H 3.901 1.713 2.300
H 5.531 2.315 2.016
H 3.641 2.620 0.174
H 4.788 3.959 0.466
H 3.182 5.095 1.663
C 1.075 -1.464 -2.200
C 1.607 -1.335 -0.809
C 2.616 -2.082 -0.240
C 2.671 -1.710 1.113
C 1.694 -0.752 1.296
C 1.280 -0.115 2.582
N 1.052 -0.511 0.122
H 1.802 -1.969 -2.839
H 0.848 -0.488 -2.631
H 0.153 -2.055 -2.197
H 3.222 -2.822 -0.738
H 3.337 -2.094 1.870
H 2.069 0.528 2.983
H 1.061 -0.884 3.329
H 0.391 0.492 2.422
*
```

Löwdin population analysis, charges in e, atoms 1 to 6:
1. Cd 1.455
2. C -0.061
3. C -0.563
4. C -0.054
5. C -0.076
6. C -0.205

***

3.
Below is a molecular structure, C35H43Br3CdClN3O7, with properties calculated with the ωB97M-V functional and the def2-TZVPD basis.

Calculated values
- energy above the lowest of the compared OMol25 structures with the same formula, charge and spin (kJ/mol) = 32.2
- electronic energy (Ha) = -10400.342778
- HOMO (eV) = -1.831
- gap between HOMO and LUMO (eV) = 5.59
- largest force on an atom (eV/A) = 0.55

Geometry as ORCA input:
```
! wB97M-V def2-TZVPD RIJCOSX def2/J DEFGRID3
* xyz -2 1
Cd -0.671 -0.522 -0.712
C 0.825 6.600 3.793
C -0.366 6.224 2.910
C -0.494 7.286 1.808
C -1.626 6.260 3.784
C -0.210 4.845 2.274
C -1.244 4.315 1.510
C -1.113 3.086 0.909
Br -2.570 2.405 -0.099
C 0.048 2.271 1.009
O 0.135 1.126 0.439
C 1.104 2.818 1.803
C 0.939 4.067 2.390
C 2.412 2.070 2.112
C 3.608 2.999 1.840
C 2.664 0.779 1.323
C 2.398 1.695 3.602
H 0.653 7.582 4.241
H 1.749 6.653 3.217
H 0.970 5.878 4.598
H -0.625 8.283 2.239
H -1.347 7.077 1.163
H 0.398 7.291 1.182
H -1.743 7.242 4.253
H -1.568 5.505 4.568
H -2.522 6.059 3.199
H -2.172 4.856 1.373
H 1.757 4.442 2.991
H 3.596 3.336 0.803
H 4.542 2.457 2.010
H 3.615 3.881 2.482
H 2.672 0.944 0.247
H 1.920 0.015 1.520
H 3.647 0.396 1.620
H 2.298 2.577 4.237
H 3.323 1.176 3.872
H 1.559 1.030 3.809
O -1.799 0.114 2.725
Cl -2.000 -1.142 2.079
O -2.620 -2.077 2.977
O -2.828 -0.980 0.889
O -0.719 -1.682 1.610
Br 3.441 -3.192 1.016
C 3.028 -3.330 -0.830
C 3.730 -4.254 -1.608
C 3.438 -4.431 -2.932
Br 4.440 -5.709 -3.938
C 2.401 -3.687 -3.548
C 1.998 -3.797 -4.898
C 0.970 -3.027 -5.364
C 0.323 -2.137 -4.481
N 0.677 -2.024 -3.229
C 1.695 -2.759 -2.753
C 1.990 -2.531 -1.335
O 1.317 -1.713 -0.656
H 4.515 -4.838 -1.144
H 2.512 -4.495 -5.548
H 0.647 -3.094 -6.395
H -0.491 -1.498 -4.806
O -1.680 -2.781 -1.180
C -1.587 -3.949 -0.894
C -0.329 -4.584 -0.349
C -0.628 -5.513 0.832
C -1.631 -4.920 1.835
C -3.115 -5.120 1.504
C -3.602 -4.416 0.240
N -2.736 -4.761 -0.904
H 0.304 -3.760 -0.026
H 0.199 -5.104 -1.156
H 0.320 -5.695 1.344
H -0.974 -6.497 0.489
H -1.422 -3.854 1.953
H -1.449 -5.364 2.818
H -3.717 -4.776 2.349
H -3.309 -6.199 1.398
H -3.576 -3.330 0.354
H -4.632 -4.702 0.013
H -2.456 -5.731 -0.806
C -3.467 -0.594 -2.831
C -2.287 0.123 -3.406
C -2.145 0.726 -4.642
C -0.829 1.262 -4.675
C -0.253 0.956 -3.458
C 1.111 1.273 -2.945
N -1.137 0.263 -2.693
H -4.402 -0.108 -3.124
H -3.428 -0.597 -1.739
H -3.516 -1.641 -3.142
H -2.905 0.792 -5.408
H -0.361 1.818 -5.475
H 1.683 1.817 -3.700
H 1.658 0.361 -2.691
H 1.068 1.882 -2.037
*
```

Löwdin population analysis, charges in e, atoms 1 to 6:
1. Cd 1.463
2. C -0.079
3. C -0.565
4. C -0.059
5. C -0.061
6. C -0.201